1.
136
Properties=species:S:1:pos:R:3:forces:R:3 method="wB97M-V/def2-TZVPD" molar_mass_g_mol=937.2 gap_ev=2.873 largest_force_ev_per_a=4.45 charge=+1 de_lowest_kcal_mol=15.1 homo_ev=-7.63
C -5.887150 5.717692 -4.929248 -0.36 -0.50 -0.04
H -5.209298 3.648642 -2.770458 0.51 0.11 0.08
H 1.267032 -2.721237 -1.503014 -0.35 0.05 -0.29
H -2.059303 2.267461 0.815305 -0.23 -0.09 -0.27
H -8.649705 4.769090 -5.376135 0.00 0.14 -0.18
C -0.381383 -1.645435 -2.374771 -0.19 -0.25 -0.38
C 6.252082 -1.014837 2.925659 -0.56 -0.29 -0.41
C 4.671698 -6.433032 0.265561 -0.83 -0.35 0.13
C 1.904610 -4.734495 2.907255 -3.86 0.99 1.99
H 3.969649 0.610639 2.078346 -0.17 -0.24 0.09
C 0.412810 -2.755268 3.345807 -0.41 0.78 0.31
H -1.201434 -0.044351 4.696922 0.07 -0.19 -0.27
C -5.036790 8.263295 -4.124075 -0.79 -0.33 -0.09
N 3.638969 -4.460998 1.196464 0.55 1.76 0.30
H -3.582173 9.100201 -1.899473 -0.02 0.11 -0.22
H 3.043716 1.338461 7.275220 -0.13 -0.24 -0.03
H -3.152220 7.311084 -3.666680 -0.51 -0.15 0.10
H -0.923967 0.802997 2.359873 0.00 -0.29 0.09
H 2.514475 1.182316 4.575683 0.12 -0.30 0.02
H 0.471765 -5.266826 0.938116 0.31 0.05 -0.08
C 2.236746 -6.117387 -0.026977 0.75 -0.22 0.31
C 6.042368 -1.036152 0.496776 -0.40 0.19 0.59
H 4.402716 -3.995597 6.347688 -0.12 -0.09 -0.33
H -3.166133 -0.676736 -4.235029 0.35 -0.17 -0.03
C 2.378452 0.468433 7.182488 -0.03 0.06 0.20
O -4.611548 5.906743 -1.251854 1.13 -1.63 -0.64
C -4.170689 7.167298 -4.046439 0.42 0.01 0.52
C 5.680957 -1.571888 1.755203 1.02 0.75 -0.37
C -2.504609 5.030096 0.451794 0.29 -0.09 0.44
N 4.664295 -3.603055 0.834074 -0.39 0.46 0.50
H 0.147097 -0.673123 0.637686 0.01 0.03 0.27
H 1.064135 -2.883030 1.293758 -0.39 0.33 0.15
H -3.862961 1.644107 -3.961161 0.21 0.07 0.38
C 0.460156 -2.752232 -2.239475 -0.18 0.55 -0.11
H 1.177259 -7.811314 -0.796082 0.39 0.14 -0.09
H -2.714107 4.975376 -3.953083 -0.25 -0.12 -0.17
H -0.588800 2.310240 -2.016953 0.06 0.22 0.17
C -8.053389 9.453057 -3.792874 0.85 -0.46 -0.71
H -0.387668 3.360817 -0.594128 -0.14 -0.07 -0.28
C 4.546198 -7.686656 -0.340213 -0.18 0.29 -0.03
H 3.746736 -9.554810 -2.343577 -0.10 0.04 0.15
C -3.963591 4.892857 -1.516147 -1.07 1.11 0.77
O -8.034791 6.769009 -5.533883 0.25 -0.65 -0.47
H 3.004888 -0.759281 1.467851 -0.02 0.28 0.05
H -2.534684 1.016909 -0.356139 0.00 0.20 0.24
H 5.446917 -8.291177 -0.477481 -0.29 0.18 0.00
C 0.849207 -4.066314 3.688512 2.80 -0.38 -1.76
C 0.300427 -3.879611 -3.056843 -0.40 0.50 -0.30
C 0.576997 -2.241959 2.035460 -0.24 0.04 0.03
H -1.414587 5.150575 0.408447 -0.23 0.09 0.04
H 3.122332 -2.173178 7.189909 0.10 0.13 -0.32
C 3.111161 -0.650440 3.612511 -0.40 0.12 0.42
H 5.729023 -1.565632 -0.405632 -0.04 0.32 0.26
C -3.196489 1.699675 -3.089860 -0.88 1.92 0.86
H 6.903808 0.642681 -0.537713 0.03 -0.14 0.29
N -3.287439 2.828649 -2.358776 0.27 -1.95 -1.65
C 2.790463 0.135418 4.730845 0.18 -0.42 -0.34
C -3.769522 4.668757 -4.040035 0.47 0.08 -0.31
C -6.284081 8.103668 -4.767925 -0.41 -0.21 1.01
C 3.497683 -5.671720 0.447914 -0.40 -0.96 -0.54
C -0.730438 -0.674100 3.937726 -0.07 -0.10 0.02
H 0.949022 -4.745467 -2.936310 -0.13 0.21 -0.01
H -7.485729 9.642327 -2.874268 -0.19 -0.01 -0.15
C -0.574795 -0.195394 2.629667 0.14 -0.04 -0.25
N -2.972518 4.367085 -0.742329 -0.32 0.30 -0.34
H -6.212248 4.710590 -5.220556 0.03 0.42 0.20
H 1.356130 0.858188 7.070199 0.24 -0.16 -0.03
H -0.467107 -2.343497 5.288659 0.11 0.30 -0.38
C 3.012717 -3.998876 2.293177 0.74 0.49 -0.35
C 3.307224 -8.191438 -0.735317 0.03 0.17 0.17
C -2.363563 -0.570670 -3.498550 -0.33 1.64 0.10
C -0.969867 3.199718 -1.510672 -0.01 0.12 -0.17
H -0.829768 4.061005 -2.180160 -0.01 -0.25 0.21
H -2.286605 -2.748513 -4.986075 0.24 -0.17 0.27
C 3.496362 -2.543357 5.097156 -0.25 0.30 0.28
H -2.747205 4.440014 1.345453 -0.01 0.20 -0.15
H 0.694020 -5.087776 5.567224 -0.21 -0.04 -0.15
O -7.119623 9.175664 -4.889679 -0.31 0.18 0.23
H 6.118241 -6.050328 1.848578 -0.19 0.06 -0.20
H 6.763484 -6.699720 0.337752 -0.10 0.19 0.18
H -8.586331 10.345656 -4.122623 0.02 -0.17 0.19
H -9.501947 5.836541 -6.544693 0.14 -0.18 0.06
C 0.048400 -1.006241 1.673858 0.16 0.08 0.37
C 2.773792 -0.398522 6.016281 -0.05 -0.05 -0.15
H -1.639540 0.715092 -1.977339 -0.30 0.04 -0.58
H -2.979741 6.012531 0.534351 0.06 -0.31 -0.16
H 3.128771 -4.657468 5.298305 0.24 0.13 -0.07
H -0.848188 -4.476166 4.904545 0.16 -0.25 0.01
H -0.049415 -5.916807 4.181262 -0.02 0.34 0.27
C 6.715807 0.183294 0.433390 0.16 -0.17 0.18
C 0.975926 -5.309919 -0.034572 -0.51 -0.02 0.13
C -2.716708 2.044245 -0.035767 -0.29 0.06 -0.09
C 7.139889 0.814629 1.609587 -0.15 -0.15 0.03
C 4.705389 -2.662282 1.743259 -0.62 -1.24 0.34
H 1.146308 -4.290765 -0.389289 -0.02 -0.22 0.20
C -2.346086 0.634003 -2.804786 0.86 -1.68 0.18
H -7.871347 5.202218 -6.941677 -0.14 0.15 0.21
C -0.300393 -1.945860 4.281430 0.26 -0.09 -0.27
C -0.683560 -3.865919 -4.056237 0.17 -0.07 0.06
C 6.953930 0.187334 2.848410 0.04 -0.07 -0.26
C 3.076041 -0.007759 2.260881 -0.06 0.25 -0.41
H -8.735623 8.603419 -3.671926 0.09 0.21 0.02
H -0.224761 -0.770485 -1.739638 -0.04 -0.37 -0.13
C 3.216235 -9.540607 -1.383554 -0.05 -0.28 -0.05
H -3.850795 3.923571 -4.846889 0.09 0.21 0.13
N 3.688685 -2.853390 2.689661 0.28 -0.97 -1.30
C 2.164568 -7.413754 -0.540297 0.37 0.20 -0.15
C -1.427849 -1.641403 -3.348273 0.84 -1.01 0.38
H -0.782935 -4.716913 -4.732308 0.00 0.26 0.24
H 2.425761 -0.098817 8.117450 -0.03 0.15 -0.12
C -1.525479 -2.771017 -4.200446 -0.25 0.37 0.15
H 7.346095 0.645681 3.759030 -0.11 -0.19 -0.31
H 2.197381 0.648146 2.185557 0.24 -0.22 0.02
C -4.625885 5.882034 -4.352537 -0.08 0.47 -0.52
C 0.116386 -4.926632 4.639732 -0.42 -0.42 0.26
C -3.643677 9.722820 -2.803766 -0.42 -0.22 -0.33
C 3.963874 -3.943364 5.340080 0.12 -0.36 0.43
O -4.874535 9.465932 -3.509778 0.88 -0.12 -0.32
H 6.123829 -1.525481 3.884650 -0.10 0.34 -0.30
H -3.698491 10.779235 -2.536652 0.09 -0.21 0.01
C 6.019978 -6.008206 0.753859 0.67 -0.11 -0.12
C -8.531234 5.554969 -6.135180 0.32 0.46 0.33
C -6.740434 6.814579 -5.119634 0.45 0.47 0.21
H 4.735134 -4.258489 4.623981 -0.24 0.04 0.13
C -4.150492 3.972989 -2.724767 -0.82 0.18 0.40
H 6.258985 -4.994664 0.425581 0.13 -0.37 0.11
H 3.667752 -10.319032 -0.758040 -0.09 0.13 -0.07
C 3.418223 -2.004979 3.811484 -0.17 0.55 0.61
H 0.252891 -5.793621 -0.708284 0.26 0.25 0.05
O 1.808534 -5.957679 2.714561 1.56 -1.03 0.04
H 2.172105 -9.806839 -1.567054 0.15 -0.05 0.00
H 7.626883 1.792266 1.561988 -0.12 -0.39 0.00
C 3.126809 -1.737883 6.186549 0.14 -0.03 -0.35
H -2.767478 9.545584 -3.444495 -0.24 0.09 0.14
C -2.462152 3.069012 -1.155385 0.47 0.44 0.56
H -3.765337 2.121258 0.285490 0.31 -0.05 -0.02

=====

2.
150
Properties=species:S:1:pos:R:3:forces:R:3 method="wB97M-V/def2-TZVPD" molar_mass_g_mol=1006.4 gap_ev=7.919 largest_force_ev_per_a=4.18 de_lowest_kcal_mol=67.7 homo_ev=-7.55
H -3.956523 -11.839712 -30.683833 -0.03 0.20 0.20
C -9.584047 -16.768557 -29.407509 1.08 -0.31 0.72
C -1.674326 -21.858723 -31.171036 -0.64 0.28 -1.91
H -2.578495 -15.899615 -26.460958 -0.04 0.12 0.07
N -3.578524 -14.144501 -33.684024 -0.78 1.71 -0.08
H -3.589336 -14.026904 -30.038635 -0.31 -0.12 0.00
H 0.901732 -15.344140 -28.542546 0.48 -0.35 -0.21
H -4.850736 -9.101817 -30.727485 -0.03 -0.54 0.26
H 3.900016 -18.989292 -27.054234 -0.19 -0.07 0.06
H -2.945978 -7.806354 -31.850623 0.40 -0.11 -0.23
C -6.618182 -11.690802 -27.477151 -0.19 -1.07 -0.03
C -2.865628 -8.868167 -31.670349 -0.29 -0.71 0.05
H -4.787023 -8.374235 -25.902757 -0.42 -0.10 -0.19
C -0.202427 -12.814351 -23.963207 -1.41 1.89 2.75
H -5.789295 -15.855502 -23.288959 0.26 -0.23 -0.04
C -5.283386 -6.334047 -25.853023 0.66 -0.86 -0.08
C -3.932625 -9.594646 -31.011394 1.91 -0.33 -1.03
H -6.068259 -11.239694 -28.289855 0.36 -0.42 0.11
N 0.493441 -20.498721 -24.904396 -0.29 -0.38 0.06
H -1.626182 -15.123624 -23.761203 -0.20 0.13 0.10
H 0.712642 -16.172953 -26.261543 -0.15 -0.31 -0.32
H -4.746209 -8.970525 -22.633264 -0.20 0.42 -0.25
H -6.303142 -14.137079 -31.863054 0.19 0.33 0.10
N 1.974325 -12.536750 -24.239717 -0.85 -0.25 0.15
H 0.105875 -21.636689 -28.576219 -0.06 0.07 0.04
H -1.117555 -14.233391 -29.307031 -0.12 -0.22 -0.19
H -4.637070 -12.379676 -33.198547 -0.02 -0.05 0.17
C -4.878077 -10.164110 -24.464994 0.03 -1.01 -0.66
H -1.353237 -7.613911 -28.728054 -0.16 -0.29 -0.04
C 3.507827 -17.584014 -25.402069 -0.14 0.36 -1.33
H -1.724519 -14.665453 -31.726327 0.19 -0.07 -0.39
C 0.624262 -15.435679 -29.582280 -0.77 0.84 -1.18
H 1.537403 -18.053344 -28.009423 0.23 -0.21 -0.10
C 1.199124 -15.958034 -30.750429 -0.24 -0.20 1.19
C 0.016447 -21.759117 -25.166235 -0.09 -0.75 0.26
C -3.378577 -14.105821 -28.982339 -1.70 -1.56 -1.69
H 4.358649 -17.541569 -24.738223 -0.01 -0.34 -0.16
H 0.653938 -22.516585 -25.597815 -0.08 0.12 -0.10
H -5.852967 -10.622816 -24.390379 0.12 0.04 -0.24
H -6.256598 -16.413648 -30.029118 -0.19 -0.36 -0.32
C -2.592905 -15.603710 -23.724515 -1.50 -0.39 -0.75
C 1.542826 -16.863608 -26.275130 1.30 2.82 2.57
H 2.139314 -13.670619 -26.027985 -0.20 0.22 -0.27
C -3.885521 -10.398410 -25.381612 1.24 -1.55 -1.43
H -0.319560 -18.793170 -23.989967 -0.03 -0.07 0.04
C -1.859083 -9.777025 -32.013563 -0.57 2.18 -0.08
C -0.686693 -22.787854 -31.475494 -2.01 -0.01 -1.65
C -2.826259 -15.093904 -27.136112 -0.13 -0.97 1.72
N -6.095002 -12.464173 -26.458401 -1.94 0.23 0.57
H -1.906885 -9.998119 -29.654404 0.04 0.17 0.31
C -4.332807 -9.254351 -23.589787 1.19 1.71 1.76
H -2.961545 -13.626581 -34.293287 0.19 -0.83 -0.04
C -2.478126 -18.404869 -29.802246 -1.47 -0.06 -0.86
H 2.074703 -16.587792 -30.806634 0.10 0.23 0.17
N -3.971674 -19.452988 -28.451027 1.67 1.26 -0.64
C -7.979895 -11.624596 -27.296980 0.76 2.08 -1.69
N -1.378095 -21.207368 -30.025160 0.40 -2.00 -0.15
H 1.132323 -11.630179 -22.532805 -0.43 -0.25 0.12
C -9.080496 -15.925335 -28.439485 0.35 0.49 -0.75
H -6.498155 -4.538145 -26.298539 0.20 -0.05 0.34
H -8.647331 -11.122102 -27.981414 -0.01 0.08 0.14
C -1.591778 -20.596199 -24.151236 -0.94 -0.58 0.66
C 0.921611 -12.266259 -23.379801 0.72 0.15 -0.40
C -3.826137 -15.450886 -33.481981 1.69 -1.11 -0.98
C -0.809344 -10.799050 -28.007287 -0.26 0.58 -0.44
H -0.452005 -13.835839 -25.889661 -0.29 -0.02 0.25
C -0.479107 -19.823681 -24.270992 -0.53 1.65 0.31
H -8.156145 -6.219505 -27.416152 0.05 -0.10 0.01
C -2.857787 -16.945894 -24.114288 -1.84 -0.66 0.83
C -4.575637 -13.450148 -33.069227 -0.13 1.43 0.44
C -0.116628 -10.197080 -26.979478 -0.41 0.03 -0.73
H -2.114616 -17.967298 -30.720286 0.39 0.01 0.25
H 0.453387 -16.024846 -32.872194 0.09 -0.01 0.14
H -0.935343 -11.854359 -28.199225 0.00 0.15 -0.24
H 2.943907 -12.312096 -24.067833 -0.31 -0.06 -0.12
H -0.912401 -18.248340 -28.302253 -0.14 0.05 0.42
H -2.603004 -13.318928 -25.937738 -0.31 0.21 -0.06
C -5.378424 -14.327082 -32.387637 -1.53 2.45 0.19
H -6.979920 -13.215906 -24.600013 -0.03 -0.10 -0.20
H -4.832127 -19.880603 -28.139801 0.32 0.20 0.04
C -0.775260 -15.003334 -31.337574 1.32 0.04 1.93
N -2.219160 -10.968760 -31.527647 -0.90 -1.23 -0.05
H -5.153878 -12.829759 -26.431268 -0.14 0.04 0.20
C -3.721793 -18.969391 -29.721056 -1.71 -0.18 -0.29
H -7.118924 -8.709094 -27.233300 0.41 -0.08 0.17
C -1.058913 -8.554833 -28.287091 -0.41 -1.87 0.16
H -3.150554 -16.165678 -33.928142 -0.25 -0.25 0.21
N -1.396032 -9.815014 -28.802594 0.98 0.25 1.08
N 2.527578 -16.649688 -25.268986 -1.81 -0.55 -0.60
H -1.243134 -12.767981 -23.678285 0.18 0.27 0.57
N -5.425982 -7.655899 -26.212307 -2.31 0.95 -0.80
C -7.175748 -12.761826 -25.560145 2.16 0.89 -0.86
N -7.755021 -15.698825 -28.694180 0.27 -1.09 -1.01
H -8.541910 -18.076903 -30.870982 0.27 0.37 -0.33
C -8.469451 -17.239043 -30.193374 1.18 1.65 0.87
N -3.212541 -15.371438 -28.388763 0.26 2.76 -1.08
C -2.837785 -19.122111 -27.711299 -1.47 -1.15 1.03
C 2.062091 -17.756715 -27.113256 -1.72 -1.28 -1.91
C -7.307297 -16.486224 -29.790019 -2.96 -0.31 1.51
H -2.615104 -21.654830 -31.660692 0.28 0.21 -0.39
C 0.348140 -15.704804 -31.846087 -2.25 1.15 1.06
H -3.722829 -11.065419 -26.215298 -0.75 -0.12 0.01
C -3.341329 -13.131402 -28.043181 0.56 1.06 -0.79
C -3.051858 -8.907768 -24.016689 0.35 -0.45 0.66
C -8.273868 -12.114830 -26.057838 -1.10 -2.04 1.72
H -2.153773 -17.686586 -24.463787 -0.04 0.05 0.06
C 0.155991 -13.348922 -25.141558 -1.46 -2.28 -3.15
N -4.810801 -16.038802 -23.459380 1.06 0.50 -0.49
H -9.246004 -12.138798 -25.587980 0.02 0.03 -0.01
H -9.559695 -15.406250 -27.622576 -0.06 -0.01 -0.15
H -7.169584 -15.121200 -28.107920 -0.02 -0.02 -0.25
H -4.540670 -18.984295 -30.425051 0.23 -0.15 -0.25
H -4.778740 -18.138431 -24.040139 -0.13 0.24 0.06
H 0.927991 -23.572451 -30.147487 0.01 0.14 -0.23
N -2.752718 -9.706084 -25.069824 -1.30 0.63 0.14
C -3.486276 -10.912367 -30.975896 -0.40 0.21 0.20
H -4.388351 -6.094887 -25.297947 -0.15 0.37 -0.06
C -7.217673 -6.480600 -26.949782 -0.11 -2.61 -0.44
C -1.929726 -18.533664 -28.525935 1.49 0.61 0.49
H -1.874158 -22.775583 -24.758775 -0.09 0.21 0.19
H -4.015984 -14.071174 -23.008909 -0.32 -0.01 -0.20
C -2.915095 -13.738339 -26.882777 0.78 -1.50 1.86
C -6.680349 -7.788151 -26.878444 0.95 1.88 0.64
C -4.239873 -17.214683 -23.889435 2.04 0.86 -0.48
C -0.343379 -8.809930 -27.145299 0.63 1.22 0.21
N -0.562372 -14.801452 -29.930871 1.27 -1.42 -2.50
H -3.501236 -12.070854 -28.169923 0.09 -0.05 -0.34
C -3.836177 -15.045199 -23.439421 0.65 -0.51 0.94
H -0.969961 -9.666922 -32.616666 0.04 0.15 0.32
H -3.364373 -16.263007 -28.838380 0.44 -0.02 0.07
C 1.453679 -13.231343 -25.318524 4.17 0.36 0.02
H -0.539567 -23.252349 -32.439331 -0.41 -0.34 0.16
H -1.871748 -9.729939 -25.563195 -0.14 0.00 -0.30
H -10.626171 -17.051449 -29.426158 0.19 -0.28 -0.25
C -6.351019 -5.607961 -26.314243 0.64 0.83 0.23
H -5.272387 -16.525217 -32.362022 -0.26 0.13 0.07
H -0.000783 -8.024464 -26.487978 0.22 -0.02 -0.03
C -0.311368 -21.896622 -29.537854 1.10 0.32 2.55
H -2.536005 -20.351651 -23.687533 0.16 0.30 0.06
C 0.103582 -22.910284 -30.367216 1.10 1.13 1.50
H -2.250951 -8.267336 -23.677860 -0.42 0.12 0.51
H 0.569531 -10.676805 -26.297233 -0.35 -0.04 0.18
H -2.862548 -19.369460 -26.660292 0.53 0.00 -0.03
H -1.998201 -20.570974 -29.544991 0.43 -0.20 0.01
H 1.359218 -20.022905 -25.114497 0.12 -0.66 -0.31
C -4.922625 -15.557485 -32.689984 0.94 -3.83 -0.04
C 3.230176 -18.274958 -26.598779 2.24 -0.08 1.76
C -1.283489 -21.877273 -24.656041 1.85 0.29 -1.29
H -1.664483 -11.804943 -31.642672 -0.26 -0.01 0.08
H 2.456924 -15.890033 -24.607155 0.09 -0.39 0.12